DFT (ωB97M-V/def2-TZVPD) results for C30H33ClN4O4PRh as an isolated structure.

LUMO energy (spin up / spin down): -5.69 / -8.69 eV
total charge: +2
multiplicity: 5
Kohn-Sham gap (spin up / spin down): 8.24 / 5.70 eV
energy above the lowest of the compared OMol25 structures with the same formula, charge and spin: 0.622 eV
E: -70599.3908 eV

Atoms and positions in Å:
Rh (-0.16, 0.19, -0.43)
O (3.66, -0.83, 3.88)
C (4.29, -0.45, 2.79)
O (5.44, -0.12, 2.79)
C (3.49, -0.38, 1.51)
C (4.04, -0.07, 0.27)
Cl (5.66, 0.27, -0.03)
N (3.05, -0.07, -0.67)
N (1.88, -0.36, -0.05)
C (2.13, -0.55, 1.24)
C (0.95, -0.84, 2.12)
O (1.08, -1.06, 3.31)
O (-0.20, -0.77, 1.52)
C (3.07, 0.13, -2.10)
C (4.25, 0.28, -2.82)
C (4.20, 0.48, -4.20)
C (3.00, 0.52, -4.88)
C (1.83, 0.34, -4.17)
C (1.86, 0.14, -2.80)
H (2.70, -1.04, 3.74)
H (5.21, 0.24, -2.35)
H (5.14, 0.59, -4.73)
H (2.98, 0.67, -5.95)
H (0.87, 0.33, -4.68)
H (0.93, -0.07, -2.30)
C (-2.77, -2.03, 0.88)
P (-2.57, -0.43, 0.10)
C (-2.32, -0.61, -1.66)
C (-2.33, -1.87, -2.29)
C (-2.17, -1.96, -3.65)
C (-1.99, -0.81, -4.42)
C (-1.95, 0.44, -3.82)
C (-2.10, 0.56, -2.45)
C (-3.91, 0.67, 0.50)
C (-4.71, 1.28, -0.47)
C (-5.74, 2.12, -0.08)
C (-5.98, 2.34, 1.27)
C (-5.19, 1.74, 2.24)
C (-4.15, 0.91, 1.86)
H (-3.72, -2.48, 0.60)
H (-2.73, -1.88, 1.96)
H (-1.93, -2.67, 0.61)
H (-2.48, -2.77, -1.70)
H (-2.20, -2.93, -4.14)
H (-1.88, -0.90, -5.49)
H (-1.81, 1.33, -4.42)
H (-2.11, 1.53, -1.97)
H (-4.55, 1.09, -1.53)
H (-6.37, 2.58, -0.83)
H (-6.79, 2.99, 1.57)
H (-5.38, 1.91, 3.29)
H (-3.54, 0.43, 2.62)
C (-0.97, 4.98, -1.52)
C (0.16, 4.98, -0.50)
N (-0.19, 4.32, 0.77)
C (-0.40, 5.22, 1.93)
C (-1.77, 5.88, 1.90)
C (-0.32, 3.01, 0.87)
C (-0.74, 2.39, 2.16)
N (-0.04, 2.20, -0.17)
H (-0.62, 5.43, -2.45)
H (-1.82, 5.55, -1.16)
H (-1.32, 3.97, -1.75)
H (0.43, 6.00, -0.25)
H (1.07, 4.52, -0.89)
H (0.39, 5.96, 1.89)
H (-0.25, 4.65, 2.84)
H (-1.89, 6.51, 1.02)
H (-1.90, 6.51, 2.78)
H (-2.57, 5.13, 1.90)
H (0.10, 2.40, 2.86)
H (-1.00, 1.35, 2.00)
H (-1.57, 2.92, 2.61)
H (0.36, 2.71, -0.95)